Entry 1:
One molecule with the formula C16H23NO4S at a distorted geometry. Source: the OMol25 dataset; level of theory: the ωB97M-V functional and the def2-TZVPD basis.

Geometry as ORCA input:
```
! wB97M-V def2-TZVPD RIJCOSX def2/J DEFGRID3
* xyz 0 1
O 2.06 1.67 -2.09
O -1.88 -0.21 -4.89
O -1.90 -2.45 -5.71
O 1.92 1.81 0.04
C 1.93 1.07 -1.06
C 0.94 -3.52 -2.54
C 1.34 -2.58 -1.60
C 0.09 -3.09 -3.61
C 0.38 -0.81 -2.88
C 1.03 -1.18 -1.76
C -0.13 -1.76 -3.84
N 1.59 -0.27 -0.90
C -1.57 0.19 5.31
C 2.00 -0.52 0.51
C -2.31 1.52 4.97
C -1.36 2.38 4.22
C -1.47 2.23 2.61
C -0.17 2.31 1.86
C 0.49 0.89 1.86
C 1.84 0.87 1.18
C 0.12 -1.05 -6.46
S -1.12 -1.37 -5.20
H 1.12 -4.62 -2.51
H 2.04 -2.99 -0.79
H -0.15 -3.83 -4.47
H 0.23 0.20 -3.12
H -1.09 -0.21 4.41
H -0.67 0.26 5.97
H -2.28 -0.43 5.69
H 1.55 -1.28 1.13
H 3.06 -0.80 0.58
H -3.21 1.22 4.45
H -2.62 1.99 6.00
H -0.31 2.23 4.45
H -1.52 3.48 4.34
H -2.01 3.10 2.33
H -2.07 1.39 2.33
H 0.51 2.98 2.28
H -0.44 2.53 0.83
H 0.62 0.53 2.92
H -0.21 0.15 1.39
H 2.57 0.96 1.90
H 0.36 -1.96 -7.00
H 0.96 -0.60 -5.99
H -0.29 -0.43 -7.19
*
```

Values from the calculation:
E = -37478.2250 eV
ΔE to the lowest compared entry with this formula, charge and spin = 74.0 kcal per mole
Gap between HOMO and LUMO = 0.343 hartree
LUMO = 0.32 eV
Maximum force = 4.3 eV/A
SMILES = CCCCCC[C@H]1CN(c2cccc(S(C)(=O)=O)c2)C(=O)O1
HOMO energy = -0.33186 Eh

Entry 2:
C16H24AsCaF9NO14 as an isolated structure at a distorted geometry. Source: the OMol25 dataset; level of theory: the ωB97M-V functional and the def2-TZVPD basis.

Geometry as ORCA input:
```
! wB97M-V def2-TZVPD RIJCOSX def2/J DEFGRID3
* xyz -1 1
Ca 0.81 -1.12 -1.08
As -2.76 -5.28 -4.39
F -3.91 -4.15 -5.21
F -2.04 -3.96 -3.52
F -1.50 -6.36 -3.67
F -3.56 -6.64 -5.17
F -1.54 -5.12 -5.72
F -3.96 -5.50 -3.06
C -1.88 -3.60 1.75
O -2.58 -2.56 1.02
O -0.80 -3.80 0.89
C -1.68 -3.33 3.29
F -1.32 -4.43 3.92
F -0.66 -2.47 3.48
F -2.66 -2.80 4.00
C -3.96 -2.44 1.20
C -4.29 -1.17 0.41
H -5.34 -0.90 0.48
H -3.90 -0.18 0.67
H -3.94 -1.14 -0.62
H -4.39 -2.24 2.18
H -4.63 -3.18 0.75
H -2.65 -4.35 1.59
N 3.63 -3.57 -4.45
O 3.48 -2.53 -3.79
O 3.41 -4.63 -3.79
O 3.68 -3.49 -5.67
C 7.43 -5.79 3.77
C 6.74 -4.54 4.25
C 7.52 -3.14 4.09
O 6.58 -2.34 3.54
C 5.58 -3.03 2.91
O 4.76 -2.51 2.19
O 5.75 -4.30 3.34
H 8.22 -5.94 4.51
H 7.99 -5.69 2.84
H 6.91 -6.74 3.70
H 6.44 -4.57 5.30
H 8.42 -3.26 3.49
H 7.95 -2.74 5.01
C -1.03 7.44 2.83
C -0.14 6.19 3.15
C -0.61 5.46 4.37
O -0.41 4.14 3.87
C -0.31 4.12 2.52
O -0.25 3.16 1.76
O -0.23 5.33 2.09
H -0.55 8.09 2.10
H -0.86 8.06 3.72
H -2.04 7.05 2.70
H 0.93 6.27 3.36
H -1.67 5.68 4.54
H -0.14 5.71 5.33
C -3.16 5.84 -6.56
C -2.25 5.83 -5.29
C -2.99 5.61 -4.00
O -2.81 4.26 -3.76
C -1.76 3.81 -4.41
O -1.27 2.70 -4.12
O -1.42 4.69 -5.36
H -2.88 4.93 -7.11
H -2.97 6.64 -7.28
H -4.20 5.70 -6.28
H -1.62 6.71 -5.32
H -4.03 5.90 -4.16
H -2.68 6.19 -3.13
*
```

Values from the calculation:
E = -150865.2430 eV
ΔE to the lowest compared entry with this formula, charge and spin = 166.9 kcal per mole
Gap between HOMO and LUMO = 0.125 hartree
LUMO = -1.56 eV
Maximum force = 4.7 eV/A
HOMO energy = -0.18283 Eh

Entry 3:
A 2-piece molecular cluster, C16H24BFO8P overall. Source: the OMol25 dataset; level of theory: the ωB97M-V functional and the def2-TZVPD basis.

Geometry as ORCA input:
```
! wB97M-V def2-TZVPD RIJCOSX def2/J DEFGRID3
* xyz -1 1
C 4.24 2.17 1.82
C 2.96 1.37 1.58
C 2.81 0.10 2.39
C 2.09 1.78 0.66
C 0.79 1.13 0.29
C -0.30 1.23 1.37
C -1.52 0.35 1.03
C -2.46 1.13 0.10
C -2.27 -0.13 2.28
C -2.38 -1.64 2.48
P -0.91 -2.61 3.00
C 0.37 -2.27 1.72
C 0.06 -2.93 0.40
F 1.13 -2.72 -0.46
H 4.07 3.21 1.57
H 4.56 2.08 2.86
H 5.05 1.77 1.21
H 3.63 0.00 3.10
H 2.84 -0.77 1.73
H 1.89 0.10 2.96
H 2.35 2.66 0.08
H 0.93 0.08 0.02
H 0.42 1.61 -0.61
H -0.65 2.26 1.40
H 0.11 0.96 2.34
H -1.15 -0.49 0.43
H -2.62 2.14 0.47
H -3.44 0.65 0.02
H -2.05 1.18 -0.91
H -3.30 0.24 2.20
H -1.86 0.35 3.17
H -2.77 -2.12 1.59
H -3.11 -1.82 3.27
H -0.41 -1.80 4.05
H 1.33 -2.64 2.08
H 0.48 -1.20 1.56
H -0.08 -4.01 0.50
H -0.84 -2.53 -0.07
B -0.77 0.09 -4.14
O 0.21 -0.67 -4.95
C 1.44 -0.39 -4.53
O 2.45 -0.85 -4.97
C 1.33 0.60 -3.37
O 2.23 1.05 -2.72
O 0.04 0.86 -3.17
O -1.61 0.97 -4.97
C -2.88 0.65 -4.81
O -3.82 1.17 -5.34
C -2.95 -0.52 -3.81
O -3.95 -1.05 -3.42
O -1.71 -0.81 -3.44
*
```

Values from the calculation:
E = -46051.7410 eV
ΔE to the lowest compared entry with this formula, charge and spin = 0.0 kcal per mole
Gap between HOMO and LUMO = 0.339 hartree
LUMO = 2.68 eV
Maximum force = 0.9 eV/A
HOMO energy = -0.24084 Eh